C26H66F3KN9O7P3 | ωB97M-V with the def2-TZVPD basis set

XYZ file:
```
115
Properties=species:S:1:pos:R:3:forces:R:3
K -0.669573 -0.363358 0.845663 -0.610 0.009 0.534
C -4.099916 -0.502949 1.777650 -0.112 -1.064 -0.378
O -3.721004 0.356435 0.652235 -0.037 0.474 -0.401
O -3.063293 -0.896905 2.420750 0.933 0.079 0.602
C -5.133251 0.272842 2.612770 0.004 -0.057 0.204
F -5.546242 -0.451642 3.670614 0.008 -0.054 0.028
F -4.698671 1.446176 3.099607 0.162 0.225 0.022
F -6.252477 0.548594 1.898377 -0.239 0.153 -0.168
C -4.505916 0.337950 -0.512564 -0.076 -0.191 -0.250
C -3.667241 0.852903 -1.673534 -0.038 0.303 0.190
H -4.157373 0.650047 -2.629461 0.059 -0.153 -0.002
H -3.517336 1.934255 -1.624781 0.083 -0.045 0.136
H -2.690400 0.367484 -1.617228 -0.012 -0.063 -0.257
H -5.421662 0.932057 -0.396416 0.006 -0.014 -0.034
H -4.817646 -0.686053 -0.774681 -0.029 -0.017 0.299
H -4.696045 -1.356859 1.344737 -0.201 0.302 -0.222
O -0.491783 -1.341826 -1.596293 -0.240 0.149 0.372
P -0.079116 -1.529469 -2.998967 0.084 0.048 0.038
N 1.309398 -0.668925 -3.282728 -0.051 0.041 -0.135
C 1.568231 0.561327 -2.571455 0.476 0.057 0.254
C 2.412632 -1.189835 -4.067334 -0.111 0.317 -0.111
N -1.153280 -1.069709 -4.164589 0.241 -0.156 -0.005
C -2.369057 -1.839631 -4.364903 -0.207 0.317 0.054
C -1.097700 0.212273 -4.841617 -0.296 -0.221 -0.138
N 0.192772 -3.120083 -3.323573 0.045 0.086 -0.240
C 0.361772 -3.653566 -4.657762 0.074 -0.164 -0.026
C 0.463818 -4.047020 -2.246096 0.445 -0.194 0.168
H 1.527379 1.448908 -3.217759 -0.115 -0.074 -0.008
H 2.583293 0.528615 -2.153358 -0.114 0.019 0.092
H 0.868457 0.672804 -1.745325 -0.003 0.069 -0.060
H 2.057392 -1.631420 -4.994871 0.087 -0.190 -0.023
H 3.014080 -1.909366 -3.502250 0.010 -0.074 -0.094
H 3.053137 -0.353304 -4.351641 0.060 -0.048 -0.010
H -2.558757 -1.954314 -5.436799 0.027 -0.167 0.039
H -2.279437 -2.809853 -3.883852 0.028 -0.097 -0.118
H -3.239575 -1.341857 -3.922573 0.070 0.054 -0.013
H -2.066089 0.715515 -4.765020 0.040 0.046 0.084
H -0.342928 0.851331 -4.397757 0.079 0.054 -0.079
H -0.885147 0.063968 -5.907323 0.056 0.144 0.023
H 0.235547 -2.878459 -5.409661 -0.190 0.024 0.013
H 1.369564 -4.066522 -4.792370 -0.057 -0.044 0.072
H -0.362496 -4.453424 -4.842995 0.023 0.011 -0.067
H 1.455046 -4.505083 -2.383363 -0.072 0.049 -0.007
H -0.263915 -4.862756 -2.215695 -0.104 0.102 0.015
H 0.468689 -3.516189 -1.295076 -0.271 -0.125 -0.063
O -1.121871 2.380958 0.695392 1.025 -1.226 -0.019
P -1.468788 3.753126 0.346435 -0.245 0.874 -0.032
N -0.339486 4.840840 0.889819 0.415 -0.355 0.486
C -0.517005 6.266122 0.851164 0.595 0.537 0.128
C 1.023095 4.405883 1.159478 -0.319 -0.607 -0.228
N -2.857462 4.339616 0.971036 -0.704 0.453 -0.495
C -4.137560 4.034666 0.325322 -0.038 0.027 0.326
C -2.949851 4.428892 2.416374 -0.114 0.148 0.313
N -1.652829 3.932777 -1.285174 -0.120 -0.287 -0.460
C -0.871419 3.042729 -2.135373 -0.173 0.094 0.026
C -2.086491 5.163800 -1.915861 0.239 -0.085 -0.249
H 0.114716 6.732268 0.076935 -0.261 -0.088 -0.115
H -0.169727 6.726122 1.787280 -0.175 -0.143 0.058
H -1.555498 6.539845 0.704005 -0.066 -0.026 -0.040
H 1.327776 4.614771 2.188458 0.095 0.395 -0.093
H 1.707067 4.832753 0.417522 0.177 0.169 0.264
H 1.076667 3.319617 1.062039 -0.127 0.100 -0.056
H -4.036543 4.007783 -0.752676 0.080 -0.097 -0.063
H -4.533345 3.075604 0.673141 -0.048 0.034 -0.017
H -4.842486 4.836755 0.563357 -0.032 -0.104 0.094
H -2.030215 4.853905 2.819066 -0.015 -0.104 0.042
H -3.771833 5.102538 2.672925 0.027 -0.013 0.005
H -3.145765 3.457713 2.879762 0.055 0.005 -0.031
H 0.202779 3.279889 -2.123963 -0.065 0.014 -0.023
H -1.016026 2.012002 -1.816057 0.076 0.031 -0.002
H -1.229891 3.136795 -3.163108 -0.004 -0.021 0.001
H -2.514913 5.852503 -1.194638 -0.055 -0.031 0.069
H -2.844782 4.937579 -2.674454 0.014 0.088 0.012
H -1.249684 5.666205 -2.418400 -0.050 0.056 0.053
O 1.819139 -0.495315 2.124128 -0.525 0.401 0.179
P 3.222099 -0.823368 1.838405 0.003 -0.256 -0.170
N 4.123434 -0.850261 3.218770 0.078 0.069 0.445
C 3.478078 -1.078018 4.506186 -0.270 0.096 -0.024
C 5.569959 -0.850167 3.153434 0.333 -0.235 -0.146
N 3.889373 0.219738 0.747859 0.204 0.086 0.061
C 5.066604 -0.065114 -0.040181 -0.206 -0.228 -0.367
C 3.443580 1.594379 0.721086 -0.741 0.282 0.291
N 3.488032 -2.289632 1.130683 0.230 -0.521 -0.351
C 3.716433 -3.471821 1.948333 -0.070 -0.113 0.296
C 2.952210 -2.539859 -0.206540 0.402 0.507 -0.229
H 3.268045 -2.134455 4.714004 0.166 -0.008 -0.006
H 2.526924 -0.546990 4.526265 0.012 -0.045 -0.013
H 4.103034 -0.676512 5.302713 0.053 -0.031 -0.001
H 5.940399 0.017193 2.603423 -0.011 -0.012 -0.026
H 5.982663 -1.753201 2.681271 -0.063 0.081 -0.071
H 6.014371 -0.818265 4.147497 -0.229 0.112 0.098
H 5.425067 -1.067558 0.177420 0.065 -0.016 0.024
H 4.807996 -0.037687 -1.106755 0.196 0.113 -0.012
H 5.870352 0.650056 0.151658 -0.010 0.055 0.012
H 2.698666 1.765560 1.502433 0.203 -0.148 0.093
H 4.271511 2.286890 0.890002 0.036 0.025 -0.160
H 2.899476 1.844587 -0.199013 0.410 -0.008 -0.162
H 3.735100 -4.366246 1.327359 -0.051 0.100 -0.164
H 4.678211 -3.444848 2.463899 -0.038 0.131 0.047
H 2.926014 -3.619073 2.694725 0.031 -0.008 -0.032
H 2.391104 -1.670468 -0.560144 -0.208 -0.138 0.119
H 2.310152 -3.418172 -0.232602 -0.023 0.095 0.132
H 3.772411 -2.661286 -0.930092 -0.068 -0.250 0.084
O -0.211745 -3.025640 1.739634 -0.080 0.233 -0.633
C -0.620206 -3.725388 2.612963 -0.064 -0.128 0.499
O -1.286224 -4.881792 2.382885 0.325 -0.079 -0.038
C -1.196009 -5.736357 3.531172 0.090 -0.403 0.023
C -0.361888 -5.000058 4.609899 -1.002 0.608 -0.712
C -0.404481 -3.544626 4.100708 0.159 -0.519 -0.367
H -0.725682 -6.671038 3.217366 0.079 0.110 -0.074
H -2.200675 -6.007657 3.855509 -0.062 0.322 0.070
H 0.659441 -5.365535 4.623572 -0.007 -0.162 0.347
H -0.908324 -5.090315 5.543247 0.575 -0.156 0.348
H 0.518136 -2.979747 4.200054 -0.071 0.098 0.360
H -1.255248 -2.999107 4.506175 0.052 0.187 -0.045
```
Positions in Å, forces in eV/Å.

The value obtained for the energy relative to the best compared isomer or geometry (same formula, charge and spin) is 0.000 eV. The HOMO energy comes out at -6.27 eV. For the gap between HOMO and LUMO, the calculation gives 6.516 eV. As for the total energy: -108127.0340 eV. The total charge is 0.

Results of the Löwdin charge analysis, in e, for atoms 1 through 99: atom 1 (K): 0.74, atom 2 (C): -0.56, atom 3 (O): -0.13, atom 4 (O): -0.17, atom 5 (C): -0.56, atom 6 (F): 0.12, atom 7 (F): 0.12, atom 8 (F): 0.10, atom 9 (C): -0.29, atom 10 (C): -0.07, atom 11 (H): 0.07, atom 12 (H): 0.05, atom 13 (H): 0.06, atom 14 (H): 0.11, atom 15 (H): 0.12, atom 16 (H): 0.15, atom 17 (O): -0.35, atom 18 (P): 0.50, atom 19 (N): -0.30, atom 20 (C): -0.12, atom 21 (C): -0.09, atom 22 (N): -0.30, atom 23 (C): -0.09, atom 24 (C): -0.09, atom 25 (N): -0.30, atom 26 (C): -0.12, atom 27 (C): -0.09, atom 28 (H): 0.08, atom 29 (H): 0.07, atom 30 (H): 0.06, atom 31 (H): 0.07, atom 32 (H): 0.08, atom 33 (H): 0.09, atom 34 (H): 0.09, atom 35 (H): 0.08, atom 36 (H): 0.08, atom 37 (H): 0.08, atom 38 (H): 0.06, atom 39 (H): 0.09, atom 40 (H): 0.07, atom 41 (H): 0.08, atom 42 (H): 0.09, atom 43 (H): 0.09, atom 44 (H): 0.09, atom 45 (H): 0.06, atom 46 (O): -0.30, atom 47 (P): 0.48, atom 48 (N): -0.30, atom 49 (C): -0.13, atom 50 (C): -0.10, atom 51 (N): -0.29, atom 52 (C): -0.08, atom 53 (C): -0.09, atom 54 (N): -0.30, atom 55 (C): -0.11, atom 56 (C): -0.12, atom 57 (H): 0.08, atom 58 (H): 0.08, atom 59 (H): 0.07, atom 60 (H): 0.09, atom 61 (H): 0.08, atom 62 (H): 0.05, atom 63 (H): 0.06, atom 64 (H): 0.08, atom 65 (H): 0.09, atom 66 (H): 0.08, atom 67 (H): 0.09, atom 68 (H): 0.09, atom 69 (H): 0.08, atom 70 (H): 0.05, atom 71 (H): 0.08, atom 72 (H): 0.07, atom 73 (H): 0.09, atom 74 (H): 0.09, atom 75 (O): -0.31, atom 76 (P): 0.48, atom 77 (N): -0.29, atom 78 (C): -0.09, atom 79 (C): -0.11, atom 80 (N): -0.29, atom 81 (C): -0.12, atom 82 (C): -0.10, atom 83 (N): -0.29, atom 84 (C): -0.09, atom 85 (C): -0.09, atom 86 (H): 0.07, atom 87 (H): 0.08, atom 88 (H): 0.08, atom 89 (H): 0.07, atom 90 (H): 0.07, atom 91 (H): 0.08, atom 92 (H): 0.07, atom 93 (H): 0.08, atom 94 (H): 0.08, atom 95 (H): 0.07, atom 96 (H): 0.09, atom 97 (H): 0.07, atom 98 (H): 0.09, atom 99 (H): 0.07